(1)
{
  "formula": "C34H34BIrN12O3",
  "method": "ωB97M-V/def2-TZVPD",
  "symbols": ["Ir", "C", "C", "N", "N", "C", "B", "N", "C", "C", "C", "N", "N", "C", "C", "C", "N", "N", "C", "C", "C", "N", "H", "H", "H", "H", "H", "H", "H", "H", "H", "H", "H", "H", "C", "C", "C", "C", "C", "C", "C", "N", "C", "N", "C", "C", "C", "C", "C", "C", "C", "N", "C", "C", "C", "C", "C", "C", "C", "H", "H", "H", "H", "H", "H", "H", "H", "H", "H", "H", "H", "H", "H", "H", "H", "H", "H", "H", "H", "H", "H", "O", "N", "O", "O"],
  "positions_angstrom": [[-1.180, 0.555, 0.181], [-1.920, 2.482, -3.564], [-1.978, 2.589, -2.180], [-2.140, 1.386, -1.634], [-2.194, 0.490, -2.651], [-2.058, 1.130, -3.822], [-2.646, -0.919, -2.248], [-1.429, -1.754, -1.686], [-1.010, -3.003, -1.951], [-0.168, -3.418, -0.936], [-0.115, -2.336, -0.060], [-0.862, -1.346, -0.539], [-3.588, -0.769, -0.995], [-4.846, -1.209, -0.863], [-5.188, -1.186, 0.475], [-4.057, -0.703, 1.119], [-3.106, -0.425, 0.230], [-3.335, -1.696, -3.336], [-3.840, -2.959, -3.249], [-4.489, -3.238, -4.422], [-4.338, -2.065, -5.187], [-3.656, -1.150, -4.533], [-1.820, 3.276, -4.281], [-1.922, 3.460, -1.548], [-2.105, 0.593, -4.750], [-1.340, -3.511, -2.839], [0.337, -4.362, -0.850], [0.399, -2.224, 0.881], [-5.405, -1.532, -1.724], [-6.114, -1.495, 0.923], [-3.892, -0.577, 2.173], [-3.715, -3.554, -2.361], [-5.001, -4.145, -4.688], [-4.698, -1.857, -6.180], [3.437, -2.085, 1.615], [4.292, -0.935, 2.070], [5.361, -1.157, 2.937], [6.214, -0.135, 3.318], [6.016, 1.151, 2.834], [4.951, 1.403, 1.990], [4.094, 0.370, 1.620], [3.027, 0.673, 0.723], [1.715, 0.532, 1.010], [1.408, 0.153, 2.254], [0.161, 0.208, 2.911], [-1.030, 0.396, 2.221], [-2.145, 0.754, 2.974], [-2.111, 0.759, 4.357], [-0.940, 0.426, 5.023], [0.220, 0.170, 4.316], [1.521, -0.067, 5.035], [0.812, 0.718, 0.055], [1.269, 0.807, -1.304], [1.744, -0.337, -1.944], [2.092, -0.298, -3.281], [1.983, 0.896, -3.981], [1.586, 2.047, -3.321], [1.239, 2.039, -1.970], [0.969, 3.336, -1.263], [4.014, -3.007, 1.629], [3.076, -1.928, 0.597], [2.567, -2.229, 2.261], [5.537, -2.163, 3.294], [7.041, -0.346, 3.982], [6.681, 1.955, 3.119], [4.764, 2.402, 1.620], [3.247, 1.189, -0.117], [2.206, 0.151, 2.878], [-3.044, 1.091, 2.474], [-2.994, 1.041, 4.915], [-0.911, 0.423, 6.104], [1.350, -0.146, 6.107], [2.224, 0.759, 4.884], [2.009, -0.992, 4.716], [1.845, -1.259, -1.391], [2.446, -1.194, -3.770], [2.234, 0.936, -5.032], [1.561, 2.989, -3.852], [1.108, 4.170, -1.948], [1.649, 3.472, -0.420], [-0.046, 3.389, -0.870], [-1.128, 4.385, 1.644], [-0.712, 3.274, 1.451], [0.281, 2.776, 1.948], [-1.476, 2.511, 0.674]],
  "atomic_forces_ev_per_a": [[-0.4, 0.1, 0.8], [-0.1, -0.1, 0.0], [-0.1, 0.1, 0.0], [0.7, -0.3, 0.0], [-0.2, -0.1, -0.2], [0.0, 0.1, 0.0], [0.1, -0.1, 0.1], [0.0, 0.1, -0.1], [0.0, 0.0, 0.0], [0.0, 0.1, 0.0], [0.0, 0.0, 0.0], [0.1, 0.1, 0.4], [0.1, 0.0, -0.1], [0.0, -0.1, 0.1], [0.1, -0.1, -0.1], [-0.1, -0.1, 0.1], [0.2, 0.6, -0.2], [-0.1, -0.1, 0.0], [-0.1, -0.1, -0.1], [0.0, 0.0, 0.1], [0.0, 0.0, 0.1], [0.1, 0.2, -0.1], [0.0, 0.0, 0.0], [-0.1, 0.0, 0.0], [0.0, 0.0, 0.0], [0.0, 0.0, 0.0], [0.0, 0.0, 0.0], [0.0, 0.0, 0.0], [0.0, 0.0, 0.0], [0.0, 0.0, 0.0], [-0.1, 0.0, -0.1], [0.0, 0.0, 0.0], [0.0, 0.0, 0.0], [0.0, 0.0, 0.0], [0.0, 0.0, 0.0], [0.1, -0.1, 0.0], [0.0, 0.0, 0.0], [0.0, 0.0, 0.0], [0.0, 0.0, 0.0], [-0.1, 0.0, 0.1], [0.1, 0.1, 0.0], [-0.1, 0.0, -0.1], [0.1, 0.0, 0.3], [0.1, 0.1, -0.1], [-0.1, -0.2, 0.1], [0.4, -0.4, -0.1], [0.0, 0.0, -0.1], [0.0, 0.0, 0.0], [-0.1, 0.0, -0.1], [0.0, 0.0, -0.1], [0.0, 0.0, 0.0], [-0.6, 0.3, -0.2], [0.1, 0.1, -0.2], [-0.1, 0.0, -0.1], [0.0, 0.0, 0.0], [0.0, 0.0, 0.0], [0.0, -0.1, 0.0], [0.2, 0.0, 0.0], [-0.1, 0.0, 0.1], [0.0, 0.0, 0.0], [0.0, 0.0, 0.0], [0.0, 0.0, 0.0], [0.0, 0.0, 0.0], [0.0, 0.0, 0.0], [0.0, 0.0, 0.0], [0.0, 0.0, 0.0], [0.0, -0.1, -0.1], [0.0, 0.0, 0.0], [0.1, 0.0, 0.1], [0.0, 0.0, 0.0], [0.0, 0.0, 0.0], [0.0, 0.0, 0.0], [0.0, 0.0, 0.0], [0.0, 0.0, 0.0], [-0.1, 0.0, 0.0], [0.0, 0.0, 0.0], [0.0, 0.0, 0.0], [0.0, 0.0, 0.0], [0.0, 0.0, 0.0], [0.0, 0.0, 0.0], [0.3, 0.0, -0.1], [0.1, 0.1, -0.3], [-0.2, -0.5, 1.0], [0.3, 0.4, -0.3], [-0.6, -0.2, -0.6]],
  "s_squared": 0.7546,
  "lumo_ev": [-2.33, -5.25],
  "charge": 1,
  "multiplicity": 2,
  "gap_ev": [8.729, 5.751]
}

---

(2)
{
  "formula": "C34H34Cl42FNO2",
  "method": "ωB97M-V/def2-TZVPD",
  "symbols": ["C", "C", "C", "C", "C", "C", "C", "C", "N", "C", "C", "C", "C", "O", "C", "C", "F", "C", "C", "C", "C", "C", "C", "O", "H", "H", "H", "H", "H", "H", "H", "H", "H", "H", "H", "H", "H", "H", "H", "H", "H", "H", "H", "H", "C", "Cl", "Cl", "Cl", "H", "C", "Cl", "Cl", "Cl", "H", "C", "Cl", "Cl", "Cl", "H", "C", "Cl", "Cl", "Cl", "H", "C", "Cl", "Cl", "Cl", "H", "C", "Cl", "Cl", "Cl", "H", "C", "Cl", "Cl", "Cl", "H", "C", "Cl", "Cl", "Cl", "H", "C", "Cl", "Cl", "Cl", "H", "C", "Cl", "Cl", "Cl", "H", "C", "Cl", "Cl", "Cl", "H", "C", "Cl", "Cl", "Cl", "H", "C", "Cl", "Cl", "Cl", "H", "C", "Cl", "Cl", "Cl", "H"],
  "positions_angstrom": [[4.059, 0.428, 0.536], [3.302, 0.417, 1.914], [2.934, -1.022, 2.230], [3.652, -1.733, 3.176], [3.355, -3.041, 3.524], [4.189, -3.715, 4.612], [4.190, -2.890, 5.937], [3.290, -3.500, 7.055], [2.552, -2.465, 7.813], [2.311, -3.684, 2.893], [1.574, -2.999, 1.948], [1.868, -1.685, 1.617], [0.943, -1.041, 0.593], [1.337, -0.326, -0.305], [-0.519, -1.421, 0.775], [-1.549, -0.522, 0.651], [-1.304, 0.760, 0.350], [-2.841, -0.943, 0.871], [-3.127, -2.244, 1.220], [-2.101, -3.177, 1.341], [-2.428, -4.609, 1.709], [-0.811, -2.740, 1.117], [0.392, -3.654, 1.265], [0.441, -4.795, 0.852], [5.141, 0.388, 0.647], [3.758, -0.486, 0.025], [3.732, 1.316, -0.010], [4.027, 0.713, 2.684], [2.442, 1.091, 1.917], [4.487, -1.238, 3.672], [5.218, -3.710, 4.230], [3.827, -4.734, 4.781], [3.859, -1.858, 5.775], [5.231, -2.852, 6.284], [2.566, -4.196, 6.618], [3.944, -4.030, 7.759], [1.773, -2.191, 7.222], [3.148, -1.647, 7.901], [2.036, -4.712, 3.128], [-3.690, -0.227, 0.806], [-4.154, -2.533, 1.415], [-3.440, -4.901, 1.411], [-2.363, -4.722, 2.803], [-1.735, -5.334, 1.282], [2.666, 4.471, 1.519], [2.069, 3.553, 0.136], [1.728, 4.097, 2.966], [4.381, 4.143, 1.788], [2.552, 5.526, 1.302], [-0.101, 5.867, -2.293], [-1.792, 6.308, -2.040], [0.368, 6.126, -3.971], [0.943, 6.778, -1.205], [0.012, 4.813, -2.067], [-4.612, 4.735, -3.902], [-5.114, 3.048, -3.757], [-4.327, 5.156, -5.590], [-5.827, 5.807, -3.191], [-3.685, 4.861, -3.358], [-7.216, 0.350, 1.648], [-7.641, 1.496, 0.380], [-8.404, -0.954, 1.724], [-5.587, -0.307, 1.399], [-7.224, 0.872, 2.597], [1.573, 4.658, 6.944], [0.742, 5.221, 8.395], [0.459, 3.780, 5.890], [2.314, 6.011, 6.088], [2.359, 3.978, 7.247], [6.581, -1.752, -1.356], [6.112, -1.988, 0.330], [6.318, -3.242, -2.274], [5.684, -0.415, -2.087], [7.637, -1.510, -1.386], [-8.388, 4.111, -5.219], [-8.886, 2.422, -5.070], [-8.104, 4.530, -6.908], [-9.599, 5.180, -4.508], [-7.460, 4.238, -4.675], [9.680, -2.568, -3.901], [10.297, -1.690, -2.494], [9.727, -1.547, -5.337], [10.602, -4.051, -4.161], [8.648, -2.838, -3.709], [3.640, -6.416, -3.083], [5.108, -5.632, -3.680], [2.205, -5.578, -3.671], [3.609, -8.117, -3.553], [3.644, -6.363, -2.001], [13.757, -3.800, -2.060], [14.233, -5.448, -2.482], [13.291, -3.705, -0.359], [15.064, -2.667, -2.411], [12.900, -3.528, -2.665], [-10.189, 4.911, 1.537], [-9.051, 3.938, 2.471], [-10.047, 4.564, -0.187], [-11.844, 4.628, 2.083], [-9.952, 5.954, 1.698], [-10.061, -1.067, -5.615], [-11.779, -0.827, -5.314], [-9.330, -2.028, -4.325], [-9.783, -1.819, -7.187], [-9.597, -0.091, -5.609], [3.179, 4.793, -6.736], [1.656, 4.050, -7.227], [3.009, 6.547, -6.624], [3.733, 4.122, -5.200], [3.923, 4.573, -7.490], [-13.356, 1.312, -2.076], [-12.646, 2.293, -0.791], [-13.389, 2.215, -3.594], [-12.474, -0.201, -2.274], [-14.376, 1.075, -1.800]],
  "atomic_forces_ev_per_a": [[-1.0, 0.1, 0.7], [1.2, -0.8, -0.4], [-0.3, 0.5, 0.1], [0.3, 0.3, 0.0], [0.4, -0.5, 0.7], [-0.2, 1.1, -0.3], [0.0, -0.8, 0.1], [0.5, 0.8, 0.0], [-0.1, -0.5, -0.5], [-0.1, -0.5, -0.1], [-0.7, -0.2, -0.3], [-0.7, 0.5, -0.6], [0.3, 0.0, 0.0], [-0.5, -0.2, 0.6], [1.1, 0.2, -0.1], [-0.1, -0.1, -0.1], [-0.1, 0.0, 0.0], [-1.2, 1.1, 0.0], [0.4, -0.2, 0.0], [-0.6, -0.8, -0.2], [0.1, -0.2, 0.4], [0.8, -0.6, 0.1], [0.2, 0.0, -0.1], [-0.1, 0.5, 0.4], [-0.2, 0.3, 0.2], [0.1, 0.4, -0.4], [0.3, -0.3, -0.2], [-0.4, 0.3, 0.0], [0.1, -0.2, 0.0], [-0.2, 0.0, -0.1], [-0.2, -0.5, 0.1], [0.3, 0.1, 0.0], [0.1, -0.2, -0.2], [-0.3, 0.1, 0.1], [0.1, 0.1, 0.2], [-0.3, -0.2, -0.2], [0.0, 0.2, 0.2], [-0.1, 0.0, 0.1], [0.1, 0.2, 0.0], [1.7, -0.5, -0.3], [0.1, -0.1, -0.1], [0.1, 0.3, 0.0], [-0.1, 0.0, -0.2], [-0.1, 0.2, 0.0], [0.0, -0.1, 0.0], [-0.1, 0.0, 0.0], [0.1, 0.1, -0.2], [0.0, 0.0, 0.0], [0.0, 0.0, 0.0], [0.1, -0.1, -0.1], [-0.1, 0.0, 0.1], [0.0, 0.0, 0.0], [0.0, 0.1, 0.0], [0.0, 0.0, 0.0], [0.0, 0.0, -0.1], [0.0, 0.0, 0.0], [0.0, 0.0, 0.1], [0.1, 0.0, 0.0], [0.0, 0.0, 0.0], [-0.2, -0.1, -0.1], [0.1, -0.1, 0.0], [0.0, 0.0, 0.1], [-1.4, 0.4, 0.4], [0.0, 0.0, 0.0], [-0.1, 0.1, 0.0], [0.0, 0.0, 0.0], [0.0, 0.0, 0.2], [0.0, 0.0, 0.0], [0.0, 0.0, 0.0], [-0.1, 0.1, 0.0], [0.3, -0.3, -0.1], [0.1, 0.3, 0.2], [0.2, -0.2, -0.1], [0.0, 0.0, 0.0], [-0.1, 0.1, -0.1], [0.0, 0.0, 0.1], [0.0, 0.0, 0.1], [0.1, 0.0, 0.0], [-0.1, 0.0, 0.0], [0.0, 0.0, -0.1], [0.0, -0.1, 0.0], [0.0, 0.0, 0.0], [0.0, 0.0, 0.0], [0.1, 0.0, 0.0], [-0.1, 0.0, -0.1], [-0.1, -0.3, -0.2], [0.0, 0.0, 0.0], [0.0, 0.0, 0.0], [0.0, 0.0, 0.0], [0.1, 0.0, 0.0], [-0.1, 0.1, 0.0], [0.0, 0.0, -0.1], [-0.1, 0.0, 0.0], [0.0, 0.0, 0.1], [-0.1, -0.1, 0.0], [0.0, 0.1, 0.1], [0.1, 0.1, 0.0], [0.0, 0.0, 0.0], [0.0, 0.0, 0.0], [-0.1, -0.1, 0.0], [0.1, -0.1, -0.3], [0.0, 0.0, 0.0], [0.0, 0.1, 0.0], [0.1, 0.0, -0.1], [-0.1, 0.0, 0.1], [0.0, 0.0, 0.0], [0.0, 0.0, 0.0], [0.0, 0.0, 0.0], [0.0, 0.0, 0.0], [0.1, 0.0, 0.0], [-0.1, -0.1, 0.0], [0.0, 0.0, 0.0], [-0.1, 0.1, 0.4], [0.0, 0.0, 0.0]],
  "lumo_ev": -0.54,
  "gap_ev": 8.743
}

---

Q: Number 1 is which compound?
A: C34H34BIrN12O3